# 1
The following is a quantum chemistry calculation of a structure of composition C28H22FeP, from the OMol25 dataset.

Calculated values
Charge = +2
Lowest unoccupied orbital energy (spin up / spin down) = -6.038 / -8.574 eV
<S²> = 8.781
Spin multiplicity = 6
HOMO (spin up / spin down) = -14.12 / -14.22 eV
Total energy = -73052.5820 eV

Positions of all 52 atoms, in Å:
Fe: -0.4776 -1.2675 -0.9072
C: -0.6588 -3.8333 -0.7879
C: 0.6909 -3.5168 -0.6080
C: 1.3795 -2.8042 -1.5903
C: 0.7203 -2.4153 -2.7593
C: -0.6396 -2.7032 -2.9236
C: -1.3240 -3.4212 -1.9403
H: -1.1863 -4.3884 -0.0245
H: 1.1987 -3.8258 0.2959
H: 2.4260 -2.5660 -1.4506
H: 1.2567 -1.8849 -3.5346
H: -1.1528 -2.3995 -3.8272
H: -2.3703 -3.6604 -2.0803
C: 4.6379 2.4644 1.5208
C: 4.3839 1.1916 2.0156
C: 3.2202 0.5314 1.6565
C: 2.3115 1.1594 0.8033
C: 2.5666 2.4364 0.2976
C: 3.7328 3.0862 0.6683
P: 0.7689 0.3313 0.4410
C: 0.1524 0.9880 -1.1520
C: 1.0039 0.8519 -2.2719
C: 0.6021 1.3266 -3.5078
C: -0.6557 1.9094 -3.6488
C: -1.5087 2.0332 -2.5570
C: -1.1165 1.5727 -1.3105
C: -0.4515 0.6902 1.6757
C: -0.2895 1.6497 2.6409
C: -1.3179 1.8662 3.5801
C: -2.4559 1.1122 3.5376
C: -2.6369 0.1005 2.5589
C: -3.7964 -0.7142 2.5210
C: -3.9327 -1.6967 1.5864
C: -2.9143 -1.9138 0.6285
C: -1.7843 -1.1325 0.6210
C: -1.6163 -0.1172 1.6078
H: 5.5492 2.9768 1.7997
H: 5.0929 0.7138 2.6777
H: 3.0185 -0.4600 2.0452
H: 1.8617 2.9259 -0.3626
H: 3.9342 4.0802 0.2924
H: 1.9947 0.4266 -2.1475
H: 1.2679 1.2572 -4.3579
H: -0.9701 2.2767 -4.6173
H: -2.4754 2.5040 -2.6751
H: -1.7691 1.6895 -0.4541
H: 0.6191 2.2375 2.6888
H: -1.1967 2.6280 4.3379
H: -3.2403 1.2755 4.2671
H: -4.5758 -0.5510 3.2550
H: -4.8191 -2.3168 1.5730
H: -3.0577 -2.7042 -0.0973

Forces on the atoms, in the same order (eV/Å):
Fe -0.222 -0.038 0.041
C 0.073 -0.131 0.079
C -0.021 -0.077 0.108
C 0.163 -0.052 0.041
C -0.046 0.175 -0.055
C 0.030 0.014 -0.171
C -0.086 -0.166 -0.068
H 0.001 0.022 0.013
H 0.008 0.017 0.000
H 0.001 -0.014 -0.013
H -0.020 0.007 0.011
H 0.004 0.025 0.013
H 0.016 0.013 -0.016
C -0.006 0.010 -0.011
C -0.007 -0.019 -0.001
C 0.031 0.010 0.043
C 0.021 -0.178 -0.128
C 0.078 0.019 0.042
C -0.024 -0.002 -0.023
P 0.163 0.628 0.025
C 0.099 -0.286 0.011
C -0.044 0.102 0.000
C -0.038 -0.005 0.008
C 0.040 -0.014 -0.024
C -0.022 -0.021 0.006
C -0.021 0.039 -0.005
C -0.040 -0.250 -0.084
C -0.046 0.121 0.182
C 0.142 0.070 -0.023
C -0.124 -0.081 -0.016
C 0.056 0.069 0.043
C -0.015 0.096 0.092
C 0.009 -0.158 -0.183
C -0.262 0.136 0.267
C 0.450 0.042 -0.413
C -0.308 -0.115 0.162
H -0.013 -0.004 0.004
H -0.005 0.002 -0.003
H 0.000 0.007 0.000
H -0.001 -0.003 0.005
H 0.008 -0.007 0.004
H -0.010 0.001 0.008
H -0.008 0.002 -0.001
H 0.014 0.011 0.013
H 0.003 -0.010 -0.002
H 0.008 -0.019 -0.003
H -0.013 -0.003 0.000
H 0.012 -0.008 -0.011
H 0.011 -0.016 -0.008
H 0.016 0.012 0.007
H 0.008 0.002 -0.003
H -0.063 0.026 0.040

# 2
The following is a quantum chemistry calculation of a cluster of 11 separate species, C9H40O11 in total at a distorted geometry, from the OMol25 dataset.

Calculated values
Charge = 0
Lowest unoccupied orbital energy = -0.068 eV
Relative energy (zero: lowest compared OMol25 entry of this formula, charge and spin) = 75.28 kcal per mole
HOMO = -10.05 eV
Total energy = -32502.4531 eV

Positions of all 60 atoms, in Å:
C: -6.5088 -0.4730 1.4042
C: -5.5832 0.7080 0.9795
C: -5.4056 1.8384 2.0385
O: -4.3715 0.1130 0.6584
H: -6.6185 -1.2750 0.6742
H: -7.5181 -0.1056 1.5898
H: -6.0136 -0.9628 2.2426
H: -6.0891 1.1067 0.1002
H: -6.3407 2.1980 2.4680
H: -4.8263 2.6729 1.6433
H: -4.8331 1.4682 2.8890
H: -4.0365 -0.1416 1.5213
C: 2.7932 7.2183 -0.5637
C: 1.6713 7.0690 0.4100
C: 0.7876 5.8862 0.0625
O: 2.3005 6.7904 1.6935
H: 3.2858 8.1793 -0.4151
H: 2.4483 7.1704 -1.5965
H: 3.6365 6.5289 -0.5219
H: 0.9546 7.8902 0.4223
H: 0.0356 5.7931 0.8460
H: 1.3247 4.9378 0.0497
H: 0.3803 6.0313 -0.9381
H: 3.0383 7.4046 1.7022
C: 3.8834 -3.4541 4.6162
C: 4.1847 -3.6915 3.1649
C: 4.6202 -4.9924 2.8151
O: 2.9713 -3.4414 2.4672
H: 3.7983 -2.4009 4.8836
H: 4.7036 -3.6369 5.3104
H: 3.0796 -4.0684 5.0221
H: 4.9977 -3.0047 2.9293
H: 3.9031 -5.7470 3.1381
H: 5.5153 -5.2226 3.3930
H: 4.9461 -5.1625 1.7889
H: 2.4190 -4.2151 2.6012
O: -1.3635 -4.1766 -6.5790
H: -1.5296 -4.2866 -5.6428
H: -1.0310 -5.0274 -6.8654
O: -2.5118 -4.4824 -2.2687
H: -1.8721 -4.8319 -1.6483
H: -2.9919 -3.8206 -1.7710
O: -3.8187 2.0742 -4.2661
H: -3.3729 1.5207 -3.6250
H: -4.3605 2.6623 -3.7399
O: 3.1784 2.6117 -3.9028
H: 2.8293 2.1580 -3.1356
H: 2.9090 2.0705 -4.6449
O: 1.8487 -6.0431 -1.6541
H: 2.2235 -6.8053 -1.2127
H: 2.1028 -5.2999 -1.1070
O: 0.8078 -0.4128 -1.1320
H: 0.6464 -1.1927 -1.6630
H: 1.0819 -0.7544 -0.2809
O: 1.5011 -0.7856 -6.3468
H: 2.3732 -1.0996 -6.5859
H: 0.9004 -1.3809 -6.7951
O: -1.3538 -0.5986 4.2456
H: -0.5683 -1.1431 4.1945
H: -1.1624 0.0346 4.9375

Forces on the atoms, in the same order (eV/Å):
C 0.160 0.767 0.297
C -2.051 -0.462 0.553
C -0.039 -0.771 -0.194
O 1.081 0.351 -0.472
H 0.338 0.402 -0.517
H -0.002 -0.146 0.598
H -0.499 0.081 0.552
H 0.634 0.293 -0.360
H -0.136 0.030 -0.316
H -0.164 -0.022 -0.211
H 0.107 -0.268 0.089
H 0.602 -0.268 -0.016
C 0.615 1.099 -1.244
C 0.384 -2.163 0.430
C 0.271 -0.384 0.355
O -0.883 0.659 -0.446
H -0.083 0.381 -0.175
H -0.099 0.246 -0.070
H -0.499 -0.638 0.543
H 0.564 0.690 0.286
H -0.351 0.006 -0.315
H 0.283 0.069 0.004
H -0.386 0.034 0.185
H 0.184 -0.010 0.445
C 0.941 0.089 1.850
C -1.067 2.273 0.826
C 2.045 -3.532 0.363
O -0.117 1.129 -0.907
H -0.982 0.159 -0.620
H 0.617 -0.762 -0.314
H -0.358 0.212 -0.268
H -0.509 0.592 -0.721
H -0.215 -0.234 -0.260
H 0.201 -0.153 0.169
H -0.520 0.293 -0.170
H -0.074 -0.073 0.033
O 0.047 0.216 -0.195
H -0.100 0.018 0.330
H 0.070 -0.204 -0.096
O 0.008 -0.059 -0.246
H 0.206 -0.151 0.114
H -0.178 0.215 0.082
O -0.020 0.011 -0.245
H 0.159 -0.172 0.154
H -0.135 0.157 0.106
O 0.204 0.233 0.000
H -0.131 -0.127 0.223
H -0.123 -0.140 -0.216
O -0.189 0.013 -0.158
H 0.089 -0.233 0.068
H 0.097 0.245 0.112
O 0.007 0.220 -0.063
H -0.064 -0.164 -0.222
H 0.086 -0.036 0.263
O 0.043 0.226 0.169
H 0.224 -0.068 -0.049
H -0.273 -0.172 -0.087
O -0.237 -0.042 -0.128
H 0.206 -0.154 -0.060
H 0.015 0.196 0.164

Q: Which formula does entry 1 have?
A: C28H22FeP

Q: Among the records above, which one has the lowest charge?
A: C9H40O11

Q: What is the total energy in the first record?
A: -73052.5820 eV